(P)
A cluster of 2 separate species, C6H12NS in total. Source: the Open Molecules 2025 dataset; level of theory: ωB97M-V/def2-TZVPD.

Properties
HOMO level   -11.997 eV
Total charge   +1
HOMO-LUMO gap   8.39 eV

Geometry as XYZ:
```
20
Properties=species:S:1:pos:R:3:nbo_charge:R:1
S 0.98470 1.88562 0.93985 0.003
N 2.48946 -0.99641 0.44948 -0.581
C 1.76219 -1.57960 -0.65898 -0.225
C -2.25350 1.83258 -0.44739 -0.702
C 0.54304 0.56703 -0.20132 -0.495
C -1.84741 0.34711 -0.32071 0.305
C 0.93213 -0.74830 0.19421 -0.071
C -2.27795 -0.86355 -0.12543 -0.519
H 2.90526 -0.02246 0.35134 0.456
H 1.63971 -2.70042 -0.57368 0.253
H 0.74606 1.39446 2.20261 0.140
H 2.92455 -1.54318 1.17698 0.446
H 2.06578 -1.23977 -1.65994 0.249
H -3.14912 1.79993 0.12239 0.252
H 0.25153 -1.21743 0.88525 0.240
H -2.28182 2.16776 -1.51282 0.261
H 1.10491 0.95759 -1.13833 0.236
H -1.58948 -1.59751 0.25271 0.228
H -1.60327 2.46481 0.14488 0.259
H -3.34678 -0.90828 -0.08110 0.265
```

=====

(Q)
A cluster of 2 separate species, C6H12NS in total. Source: the Open Molecules 2025 dataset; level of theory: ωB97M-V/def2-TZVPD.

Properties
HOMO level   -13.639 eV
Total charge   +1
HOMO-LUMO gap   10.24 eV

Geometry as XYZ:
```
20
Properties=species:S:1:pos:R:3:nbo_charge:R:1
S 1.91927 1.89938 1.82305 0.048
N 1.51578 -0.60910 1.09162 -0.586
C -0.70153 -0.59404 2.12055 -0.421
C -0.48576 -0.57804 -0.89804 -0.171
C 2.08392 0.67253 0.48363 -0.367
C -2.05767 0.18153 -2.44016 -0.647
C -1.51853 0.23707 -1.09553 -0.149
C 0.11005 -0.61176 1.09985 0.106
H 1.85509 -1.48464 0.56209 0.451
H -2.05057 -0.84916 -2.92268 0.229
H -1.32300 0.74602 -2.96267 0.240
H -1.72440 -0.88503 2.07839 0.254
H 1.67993 0.87012 -0.55938 0.274
H 1.79824 -0.72542 2.08480 0.448
H -1.97154 0.93625 -0.45327 0.239
H 3.15646 0.47959 0.41512 0.243
H -0.12282 -1.50390 -1.24955 0.217
H 0.59172 1.68499 1.94573 0.139
H -0.38016 -0.38561 3.12265 0.218
H -2.96894 0.53471 -2.62391 0.235
```

=====

(R)
A cluster of 2 separate species, C6H12NS in total. Source: the Open Molecules 2025 dataset; level of theory: ωB97M-V/def2-TZVPD.

Properties
HOMO level   -11.476 eV
Total charge   +1
HOMO-LUMO gap   5.99 eV

Geometry as XYZ:
```
20
Properties=species:S:1:pos:R:3:nbo_charge:R:1
S -1.74154 1.10423 0.69190 0.309
N 3.39351 1.00097 -0.71181 -0.609
C 3.10846 0.08747 0.22222 0.373
C -4.35196 0.12910 0.49209 -0.612
C -0.53997 -1.31460 -0.29293 -0.276
C 3.75679 -1.25316 0.24557 -0.707
C -1.17799 -0.29807 -0.08237 -0.256
C -3.38118 1.14839 -0.12409 -0.516
H 3.14897 1.98784 -0.58379 0.448
H -3.19091 0.92762 -1.18902 0.226
H 4.77967 -1.20269 -0.16379 0.263
H 4.04497 0.82936 -1.42813 0.429
H -3.88781 2.12907 -0.14605 0.240
H -3.71084 -0.67359 0.64081 0.209
H 3.81085 -1.58313 1.34158 0.282
H -5.11051 -0.12660 -0.26019 0.227
H 3.16201 -1.83819 -0.35629 0.277
H -4.80231 0.51189 1.50932 0.221
H 2.53118 0.32678 1.08582 0.242
H 0.15861 -1.89266 -0.89085 0.232
```

=====

Which one sits at the top of the stability order? (R) does.

=====

(P)
The ion C8H17N2O2 with charge +1. Source: the Open Molecules 2025 dataset; level of theory: ωB97M-V/def2-TZVPD.

Properties
HOMO level   -13.466 eV
Total charge   +1
HOMO-LUMO gap   10.18 eV

Geometry as XYZ:
```
29
Properties=species:S:1:pos:R:3:nbo_charge:R:1
O 0.69619 0.95929 -2.33386 -0.324
O -1.70653 1.34158 1.40528 -0.499
N 0.62311 1.75849 -1.21129 -0.246
N -0.62798 1.95802 0.84000 -0.088
C 1.70894 -1.25802 -0.17459 -0.593
C -0.62844 -0.17933 -0.67115 -0.254
C -0.12276 1.29794 -0.26979 0.501
C 0.09528 -1.35996 -0.01456 -0.048
C -0.32052 -0.06900 -2.19277 -0.106
C -0.15822 -1.36940 1.48791 -0.629
C -0.32789 -2.70074 -0.62618 -0.607
C -0.22978 3.26447 1.36019 -0.433
H -1.78956 -0.09050 -0.49193 0.280
H 0.20603 -0.95988 -2.63174 0.242
H -1.38217 0.66074 1.96642 0.487
H -0.70056 -3.32762 0.13858 0.233
H 2.10970 -2.14559 0.11042 0.221
H 1.32403 2.45725 -1.30128 0.443
H 0.55052 3.72762 0.85693 0.226
H -1.14006 0.38022 -2.66388 0.212
H 1.88243 -1.11770 -1.21814 0.212
H -1.21970 -1.34839 1.87958 0.214
H 0.57857 -3.08348 -1.08049 0.224
H -1.02275 4.01304 1.25663 0.239
H -0.11230 2.92672 2.44122 0.240
H 0.35334 -0.49692 2.04314 0.192
H 0.29972 -2.27098 1.85996 0.242
H 2.12149 -0.43228 0.59270 0.205
H -1.06010 -2.53560 -1.35733 0.214
```

=====

(Q)
The ion C8H17N2O2 with charge +1. Source: the Open Molecules 2025 dataset; level of theory: ωB97M-V/def2-TZVPD.

Properties
HOMO level   -13.116 eV
Total charge   +1
HOMO-LUMO gap   10.34 eV

Geometry as XYZ:
```
29
Properties=species:S:1:pos:R:3:nbo_charge:R:1
O 1.58767 -1.34818 0.02059 -0.357
O 2.35611 0.93129 0.10204 -0.560
N 0.24096 -1.16110 -0.16691 -0.074
N -1.73076 -0.34056 0.26496 -0.330
C 2.09837 0.05214 -2.04265 -0.649
C -0.63845 -2.33500 -0.30652 -0.247
C -0.44717 -0.14101 0.23370 0.325
C -2.37874 2.12097 0.66246 -0.639
C -1.99356 -1.78541 0.01912 -0.235
C -2.87180 0.67885 0.35608 -0.195
C 2.72282 1.08103 1.50491 -0.239
C 2.44469 -0.26683 -0.55127 0.372
H 2.59155 2.12025 1.61504 0.214
H 3.66515 0.60452 1.63528 0.200
H -3.03779 2.99290 0.48329 0.267
H -0.26719 -3.07233 0.39607 0.244
H -3.27722 0.65609 -0.73907 0.217
H 3.47561 -0.79180 -0.47321 0.190
H -0.55981 -2.72983 -1.42162 0.240
H 1.98717 0.55296 2.05756 0.169
H -1.51543 2.28709 -0.06677 0.205
H 0.08319 0.82044 0.46595 0.271
H -3.62712 0.29473 1.01280 0.227
H 2.16475 -0.85202 -2.66397 0.238
H 1.12963 0.58863 -1.93354 0.211
H -2.69615 -1.82474 -0.77789 0.227
H 2.91247 0.78940 -2.19561 0.251
H -1.90481 2.25331 1.62040 0.225
H -2.51413 -2.17580 0.88878 0.232
```

=====

Which one sits at the top of the stability order? (Q) does.

=====

(P)
The ion C2H8N5O with charge +1. Source: the Open Molecules 2025 dataset; level of theory: ωB97M-V/def2-TZVPD.

Properties
HOMO level   -13.580 eV
Total charge   +1
HOMO-LUMO gap   9.21 eV

Geometry as XYZ:
```
16
Properties=species:S:1:pos:R:3:nbo_charge:R:1
O -1.03181 1.31181 0.58471 -0.678
N -0.23911 -0.81003 1.43156 0.123
N 0.33472 0.58183 -3.15437 -0.560
N 0.36116 -1.84812 1.16356 -0.325
N -0.94296 -0.58234 2.51114 -0.575
N 0.15955 0.62230 -1.87032 -0.189
C 0.07478 0.75746 0.53824 0.311
C 0.75469 0.30139 -0.74819 0.053
H -1.12610 0.38101 2.66123 0.419
H -0.93357 -1.11348 3.36680 0.403
H -0.49164 0.79494 -3.75533 0.433
H -0.79256 1.17106 -1.64795 0.460
H 0.13338 -2.57378 1.98184 0.314
H 0.91209 1.04821 1.22083 0.152
H 1.65422 -0.25684 -0.72168 0.238
H 1.17315 0.21458 -3.56208 0.420
```

=====

(Q)
A cluster of 2 separate species, C2H8N5O in total. Source: the Open Molecules 2025 dataset; level of theory: ωB97M-V/def2-TZVPD.

Properties
HOMO level   -12.450 eV
Total charge   +1
HOMO-LUMO gap   9.34 eV

Geometry as XYZ:
```
16
Properties=species:S:1:pos:R:3:nbo_charge:R:1
O 0.25301 -1.49721 0.55490 -0.680
N -1.27233 -3.10749 -2.26240 -0.628
N -0.45517 -2.91283 -1.10909 -0.420
N 0.22029 4.27002 1.01588 -0.586
N 0.40869 3.05187 1.38086 -0.124
N 1.05017 0.69310 1.64518 -0.763
C -0.16672 -1.74720 -0.56344 0.531
C 0.83675 1.92234 1.44941 0.652
H -0.75443 4.55368 0.78456 0.430
H 1.50142 0.21360 2.46774 0.464
H -0.27819 -3.75559 -0.50123 0.411
H -1.66085 -2.14237 -2.48197 0.368
H 0.98001 4.91096 1.00346 0.419
H -0.89451 -3.57570 -3.01852 0.379
H 0.58507 0.09249 1.04828 0.460
H -0.35321 -0.96966 -1.41363 0.088
```

=====

Which one sits at the top of the stability order? (Q) does.

=====

(P)
A cluster of 2 separate species, C5H12NOS in total. Source: the Open Molecules 2025 dataset; level of theory: ωB97M-V/def2-TZVPD.

Properties
HOMO level   -2.132 eV
Total charge   -1
HOMO-LUMO gap   5.49 eV

Geometry as XYZ:
```
20
Properties=species:S:1:pos:R:3:nbo_charge:R:1
S 0.22099 -1.65765 2.41675 -0.737
O 0.48629 -1.92617 -2.08982 -0.341
N 0.18832 -1.32366 -1.05783 0.203
C -0.85776 0.62926 -0.11501 -0.681
C 1.55855 0.56207 -0.91940 -0.606
C 0.11178 0.12357 -1.17435 0.023
C -0.51312 -0.93585 3.95250 -0.737
C -0.33941 0.52790 -2.69312 -0.645
H 1.58447 1.56281 -1.38865 0.200
H -0.29716 0.10044 3.87412 0.174
H 2.27362 -0.13512 -1.29258 0.216
H 0.24849 -0.17102 -3.26228 0.232
H 1.74181 0.75401 0.12013 0.242
H -1.46119 0.70877 -2.88419 0.210
H -1.54458 -1.10796 3.78859 0.182
H 0.01478 1.51680 -2.88503 0.192
H -0.67804 1.61631 0.29767 0.202
H -0.15826 -1.34186 4.87431 0.169
H -0.73486 -0.00517 0.80896 0.305
H -1.84474 0.50253 -0.37076 0.196
```

=====

(Q)
The ion C5H12NOS with charge -1. Source: the Open Molecules 2025 dataset; level of theory: ωB97M-V/def2-TZVPD.

Properties
HOMO level   -2.548 eV
Total charge   -1
HOMO-LUMO gap   5.63 eV

Geometry as XYZ:
```
20
Properties=species:S:1:pos:R:3:nbo_charge:R:1
S 1.53754 1.62907 -0.88797 0.131
O -3.48662 -1.54356 0.31119 -0.944
N -0.88606 -1.71777 -0.38401 -0.876
C 1.11453 0.28577 0.34096 -0.498
C 3.28346 1.37263 -1.23165 -0.763
C -2.83656 -0.44707 0.63523 0.000
C -1.33790 -0.35583 -0.02451 -0.101
C -0.30656 0.26953 0.90951 -0.428
H 1.87677 0.29293 1.12207 0.190
H -0.92744 -2.22125 0.50441 0.331
H -1.71201 -2.13606 -0.81073 0.388
H 1.16604 -0.60439 -0.29408 0.244
H 3.64667 0.33942 -1.27125 0.215
H -1.40945 0.09414 -1.02766 0.166
H -0.27766 -0.33505 1.81667 0.206
H -0.62686 1.30854 1.04995 0.204
H -2.70657 -0.27749 1.77808 0.042
H 3.42639 1.64196 -2.28527 0.222
H 3.89779 1.94037 -0.53723 0.203
H -3.43551 0.46412 0.28629 0.069
```

=====

Which one sits at the top of the stability order? (Q) does.